[1]
# C31H90N6O11

11 unconnected molecules or ions with the total composition C31H90N6O11 (ωB97M-V with the def2-TZVPD basis set, the Open Molecules 2025 dataset).

Values from the calculation:
- Total charge: 0
- LUMO level: 0.58 eV
- Spin multiplicity: 1
- Gap between HOMO and LUMO: 9.65 eV
- Structure (SMILES): COC[C@H](C)N.COC[C@H](C)N.COC[C@H](C)N.COC[C@H](C)N.COC[C@H](C)N.COC[C@H](C)N.CCO.CCO.CO.CO.CO
- DFT total energy: -65064.133 eV

The geometry in XYZ format:
```
138
C31H90N6O11 ωB97M-V with the def2-TZVPD basis set
C -0.310 3.361 -4.269
O -0.279 2.211 -3.501
C -0.430 2.460 -2.112
C 0.681 3.158 -1.284
C 1.965 2.418 -1.385
N 0.169 3.133 0.080
H 0.585 3.991 -4.285
H -1.197 3.980 -4.101
H -0.302 3.007 -5.299
H -1.375 3.010 -1.900
H -0.519 1.462 -1.623
H 0.743 4.165 -1.735
H 2.788 2.937 -0.907
H 2.166 2.175 -2.432
H 1.743 1.490 -0.915
H -0.644 3.686 0.243
H 0.812 3.332 0.818
C 2.048 -3.474 3.541
O 0.745 -3.869 3.195
C 0.071 -4.455 4.249
C -1.229 -5.108 3.760
C -2.186 -4.102 3.110
N -1.846 -5.754 4.898
H 2.058 -2.599 4.203
H 2.514 -3.188 2.580
H 2.671 -4.272 4.008
H 0.685 -5.204 4.813
H -0.272 -3.724 4.998
H -0.992 -5.882 3.035
H -2.386 -3.253 3.818
H -3.140 -4.642 2.856
H -1.756 -3.742 2.191
H -1.312 -6.505 5.320
H -2.747 -6.196 4.694
C -3.039 4.274 2.108
O -2.959 4.266 0.710
C -4.187 4.737 0.035
C -3.763 4.974 -1.401
C -2.838 6.144 -1.542
N -5.011 5.332 -2.120
H -2.266 3.583 2.306
H -4.023 3.887 2.477
H -2.779 5.187 2.604
H -5.007 4.024 0.142
H -4.499 5.653 0.520
H -3.285 4.061 -1.752
H -2.434 6.207 -2.546
H -1.975 6.122 -0.879
H -3.465 7.004 -1.303
H -4.773 5.512 -3.105
H -5.670 4.593 -2.210
C 0.029 -2.419 -6.561
O 0.740 -2.431 -5.286
C 1.560 -1.283 -5.118
C 2.478 -1.404 -3.880
C 1.628 -1.240 -2.555
N 3.509 -0.429 -4.068
H -0.684 -1.633 -6.614
H -0.494 -3.359 -6.651
H 0.752 -2.325 -7.311
H 2.162 -1.056 -6.041
H 0.931 -0.449 -4.917
H 2.929 -2.401 -3.894
H 2.192 -1.425 -1.632
H 0.734 -1.902 -2.568
H 1.261 -0.208 -2.564
H 4.229 -0.611 -3.352
H 3.254 0.553 -3.956
C 3.300 3.563 1.915
O 2.067 2.986 2.068
C 1.816 2.527 3.374
C 2.633 1.302 3.800
C 2.274 0.086 3.051
N 2.293 1.015 5.167
H 3.487 4.115 2.833
H 3.281 4.206 1.078
H 4.016 2.762 1.865
H 2.078 3.303 4.169
H 0.786 2.265 3.446
H 3.679 1.552 3.782
H 2.988 -0.691 3.359
H 2.274 0.234 1.940
H 1.238 -0.270 3.277
H 2.590 1.683 5.844
H 1.283 0.915 5.310
C 4.863 -3.658 -1.721
O 4.594 -2.488 -0.923
C 5.644 -2.056 -0.100
C 5.162 -0.905 0.781
C 4.639 0.245 -0.097
N 6.154 -0.399 1.718
H 3.995 -3.839 -2.333
H 4.988 -4.478 -0.996
H 5.718 -3.560 -2.363
H 6.022 -2.889 0.494
H 6.511 -1.749 -0.699
H 4.381 -1.403 1.347
H 3.937 -0.032 -0.875
H 5.531 0.734 -0.560
H 4.213 1.024 0.554
H 7.009 0.008 1.288
H 6.373 -1.108 2.402
C -2.031 -0.904 -3.748
C -2.103 -2.209 -2.984
O -1.713 -3.335 -3.809
H -1.036 -0.654 -4.032
H -2.439 -0.085 -3.141
H -2.557 -0.968 -4.678
H -3.157 -2.446 -2.755
H -1.503 -2.085 -2.097
H -0.782 -3.199 -4.076
C -0.544 -1.868 0.743
C -0.174 -0.592 0.081
O -1.078 0.390 0.556
H -0.606 -1.595 1.831
H 0.260 -2.635 0.644
H -1.512 -2.288 0.490
H -0.113 -0.697 -0.973
H 0.814 -0.310 0.405
H -0.697 1.299 0.553
C -3.077 -0.213 3.259
O -3.711 -0.660 4.438
H -3.594 -0.529 2.358
H -3.066 0.865 3.296
H -2.067 -0.560 3.281
H -3.797 -1.627 4.369
C -5.334 -2.952 0.860
O -5.705 -3.476 2.124
H -5.262 -1.848 1.005
H -4.380 -3.339 0.577
H -6.097 -3.214 0.101
H -5.917 -4.409 1.981
C -4.126 1.189 -0.513
O -3.813 -0.158 -0.452
H -5.212 1.300 -0.703
H -3.844 1.713 0.390
H -3.652 1.675 -1.337
H -2.949 -0.124 0.024
```

[2]
# C31H9Br4CdF7N7O2S

A molecular structure, C31H9Br4CdF7N7O2S (ωB97M-V with the def2-TZVPD basis set, the Open Molecules 2025 dataset).

Values from the calculation:
- Total charge: -1
- LUMO level (alpha / beta): 0.47 / -0.34 eV
- Spin multiplicity: 1
- Gap between HOMO and LUMO (alpha / beta): 5.87 / 5.18 eV
- DFT total energy: -361410.955 eV

The geometry in XYZ format:
```
62
C31H9Br4CdF7N7O2S ωB97M-V with the def2-TZVPD basis set
Cd -1.608 0.273 -1.943
N 0.744 1.615 1.615
C 1.897 0.804 1.712
C 2.422 0.508 2.958
C 3.575 -0.261 3.070
C 4.192 -0.747 1.932
C 3.640 -0.484 0.682
C 2.501 0.291 0.568
S 1.790 0.578 -1.039
N 0.268 1.169 -0.642
C -0.058 1.621 0.506
C -1.405 2.249 0.637
C -1.750 3.083 1.693
C -3.024 3.630 1.717
C -3.905 3.338 0.693
C -3.473 2.502 -0.327
N -2.259 1.976 -0.345
H 0.313 1.850 2.493
H 1.925 0.883 3.846
H 3.979 -0.481 4.049
H 5.085 -1.352 2.006
H 4.086 -0.909 -0.208
H -1.042 3.331 2.471
H -3.322 4.276 2.532
H -4.906 3.745 0.677
H -4.113 2.242 -1.161
Br -1.498 4.617 -7.718
C -0.998 3.388 -6.382
C 0.222 2.658 -6.513
Br 1.324 2.948 -8.011
C 0.591 1.754 -5.551
Br 2.194 0.771 -5.652
C -0.210 1.506 -4.390
O 0.121 0.675 -3.514
C -1.458 2.288 -4.238
O -2.167 2.148 -3.216
C -1.800 3.200 -5.286
Br -3.414 4.141 -5.045
F -0.092 -2.068 0.064
C 0.232 -2.534 1.283
C 1.456 -3.113 1.434
F 2.238 -3.216 0.359
C 1.915 -3.633 2.672
C 0.978 -3.500 3.729
C -0.251 -2.935 3.570
F -1.040 -2.854 4.647
C -0.709 -2.413 2.332
C -1.983 -1.822 2.156
C -2.387 -1.254 0.927
N -2.765 -0.767 -0.049
C -2.942 -1.662 3.194
N -3.770 -1.487 3.977
F 1.310 -3.924 4.953
C 3.183 -4.230 2.828
C 4.175 -4.237 1.812
N 5.035 -4.254 1.043
C 3.605 -4.869 4.027
N 3.989 -5.431 4.957
F -1.609 -2.047 -3.899
C -2.488 -1.147 -3.354
F -3.516 -1.922 -2.888
F -3.024 -0.506 -4.450
```

[3]
# C32H20Cl3CoIN4O6S3

A molecular structure, C32H20Cl3CoIN4O6S3 (ωB97M-V with the def2-TZVPD basis set, the Open Molecules 2025 dataset).

Values from the calculation:
- Total charge: -1
- LUMO level (alpha / beta): 1.55 / 1.55 eV
- Spin multiplicity: 1
- Gap between HOMO and LUMO (alpha / beta): 7.12 / 7.11 eV
- DFT total energy: -167557.195 eV

The geometry in XYZ format:
```
70
C32H20Cl3CoIN4O6S3 ωB97M-V with the def2-TZVPD basis set
Co -0.059 -0.353 0.437
Cl 2.629 5.026 -3.321
C 2.222 3.803 -2.158
C 1.918 2.528 -2.589
C 1.592 1.564 -1.654
Cl 1.166 -0.018 -2.233
C 1.550 1.823 -0.280
O 1.263 0.933 0.643
C 1.871 3.142 0.097
Cl 1.823 3.546 1.784
C 2.200 4.126 -0.810
H 1.908 2.282 -3.640
H 2.414 5.127 -0.469
I -1.968 -2.040 -0.140
C -0.582 -3.585 -0.196
C -0.967 -4.866 -0.449
C 0.006 -5.884 -0.470
C 1.311 -5.574 -0.231
C 1.717 -4.245 0.039
C 3.070 -3.950 0.312
C 3.444 -2.671 0.590
C 2.493 -1.629 0.607
C 1.166 -1.853 0.333
C 0.758 -3.198 0.060
H -2.007 -5.106 -0.631
H -0.292 -6.906 -0.663
H 2.067 -6.349 -0.231
H 3.792 -4.758 0.306
H 4.479 -2.441 0.813
H 2.828 -0.630 0.853
O -0.859 5.420 -0.732
S -1.875 4.487 -1.138
O -2.735 4.859 -2.229
N -1.231 3.006 -1.384
C -1.650 2.145 -0.493
O -1.311 0.923 -0.435
C -2.643 2.690 0.498
C -3.302 2.028 1.519
C -4.176 2.762 2.311
C -4.384 4.118 2.078
C -3.730 4.777 1.042
C -2.866 4.032 0.269
H -3.126 0.975 1.697
H -4.697 2.276 3.126
H -5.070 4.667 2.712
H -3.893 5.829 0.850
N -6.235 -4.465 4.551
C -4.860 -4.287 4.375
C -4.058 -3.857 5.430
C -2.689 -3.720 5.261
C -2.106 -4.021 4.043
C -2.897 -4.457 2.988
C -4.261 -4.591 3.149
S -0.362 -3.811 3.784
O 0.098 -4.984 3.091
O 0.203 -3.509 5.084
N -0.278 -2.575 2.774
C -0.359 -1.322 3.190
S -0.342 -0.739 4.848
C -0.498 0.895 4.284
C -0.532 0.931 2.944
N -0.493 -0.302 2.326
H -6.638 -3.905 5.285
H -6.774 -4.406 3.701
H -4.510 -3.629 6.388
H -2.062 -3.382 6.074
H -2.427 -4.701 2.042
H -4.874 -4.940 2.326
H -0.526 1.732 4.960
H -0.590 1.818 2.334
```

[4]
# C32H20Cl5N10O2Pd

A molecular structure, C32H20Cl5N10O2Pd (ωB97M-V with the def2-TZVPD basis set, the Open Molecules 2025 dataset).

Values from the calculation:
- Total charge: -1
- LUMO level (alpha / beta): 1.77 / 1.77 eV
- Spin multiplicity: 1
- Gap between HOMO and LUMO (alpha / beta): 4.56 / 4.55 eV
- DFT total energy: -118596.711 eV

The geometry in XYZ format:
```
70
C32H20Cl5N10O2Pd ωB97M-V with the def2-TZVPD basis set
Pd -0.187 -1.613 1.427
Cl 6.013 -5.206 2.706
C 4.625 -4.503 1.952
C 3.929 -3.461 2.563
Cl 4.451 -2.904 4.116
C 2.840 -2.864 1.949
Cl 1.952 -1.638 2.790
C 2.403 -3.224 0.626
O 1.495 -2.639 -0.016
C 3.107 -4.351 0.081
Cl 2.558 -4.918 -1.458
C 4.174 -4.960 0.712
Cl 4.972 -6.303 -0.028
C 3.996 1.844 0.144
N 2.702 1.355 0.588
C 1.842 0.541 -0.053
N 0.705 0.486 0.603
C 0.919 1.315 1.662
N 2.110 1.870 1.684
C 3.810 2.582 -1.164
C 4.475 2.244 -2.334
C 4.105 2.826 -3.541
C 3.013 3.678 -3.608
C 2.347 4.021 -2.437
C 2.788 3.518 -1.218
C 1.013 4.630 -2.361
N 0.593 5.540 -1.548
N -0.773 5.411 -1.471
C -1.102 4.424 -2.239
O -0.020 3.907 -2.873
C -2.351 3.673 -2.263
C -2.851 3.066 -3.411
C -3.933 2.208 -3.312
C -4.486 1.908 -2.075
C -3.983 2.502 -0.921
C -4.465 2.093 0.446
N -3.791 0.887 0.901
C -2.506 0.511 0.757
N -2.311 -0.635 1.371
C -3.529 -0.926 1.892
N -4.454 -0.026 1.634
C -2.940 3.407 -1.027
H 4.702 1.019 0.043
H 4.338 2.513 0.931
H 2.074 0.005 -0.959
H 0.186 1.489 2.432
H 5.256 1.494 -2.313
H 4.637 2.566 -4.447
H 2.664 4.056 -4.561
H 2.246 3.780 -0.317
H -2.380 3.262 -4.366
H -4.329 1.739 -4.203
H -5.295 1.192 -2.002
H -5.529 1.867 0.457
H -4.281 2.901 1.158
H -1.764 1.055 0.197
H -3.731 -1.818 2.461
H -2.521 3.874 -0.144
N -5.720 -5.340 1.983
C -4.625 -4.975 2.002
C -3.281 -4.523 2.021
C -2.493 -4.545 0.858
C -1.181 -4.131 0.922
N -0.598 -3.660 2.055
C -1.372 -3.633 3.167
C -2.682 -4.051 3.200
H -2.911 -4.915 -0.069
H -0.537 -4.183 0.052
H -0.887 -3.278 4.069
H -3.239 -4.036 4.128
```

[5]
# C32H20ClI2N3O6PtS

A molecular structure, C32H20ClI2N3O6PtS (ωB97M-V with the def2-TZVPD basis set, the Open Molecules 2025 dataset).

Values from the calculation:
- Total charge: 0
- LUMO level: -0.91 eV
- Spin multiplicity: 1
- Gap between HOMO and LUMO: 7.05 eV
- DFT total energy: -93069.857 eV

The geometry in XYZ format:
```
66
C32H20ClI2N3O6PtS ωB97M-V with the def2-TZVPD basis set
Pt -1.378 1.015 0.062
I -3.162 -3.998 0.485
C -2.961 -2.501 1.931
C -3.312 -2.721 3.264
C -3.133 -1.742 4.211
I -3.723 -2.149 6.191
C -2.576 -0.494 3.862
C -2.334 0.588 4.737
C -1.778 1.750 4.265
C -1.431 1.850 2.913
N -1.646 0.851 2.086
C -2.227 -0.297 2.506
C -2.435 -1.284 1.494
O -2.133 -1.036 0.265
H -3.735 -3.674 3.550
H -2.590 0.490 5.783
H -1.599 2.589 4.922
H -0.964 2.732 2.494
O -3.395 4.548 -4.081
C -2.912 3.471 -4.657
O -3.014 3.253 -5.838
C -2.203 2.497 -3.766
C -1.577 1.335 -4.203
Cl -1.442 0.691 -5.757
N -1.072 0.692 -3.123
N -1.346 1.393 -2.013
C -2.041 2.464 -2.371
C -2.473 3.429 -1.291
O -2.971 4.504 -1.631
O -2.282 3.031 -0.105
C -0.416 -0.575 -3.092
C 0.751 -0.769 -3.818
C 1.331 -2.027 -3.831
C 0.756 -3.075 -3.123
C -0.398 -2.860 -2.383
C -0.991 -1.607 -2.364
H -3.164 4.603 -3.105
H 1.201 0.050 -4.362
H 2.231 -2.189 -4.410
H 1.206 -4.059 -3.156
H -0.853 -3.665 -1.821
H -1.903 -1.438 -1.804
O 0.962 1.945 0.546
S 1.471 0.730 -0.173
C 3.274 0.878 -0.159
C 3.995 0.332 -1.208
C 5.374 0.482 -1.232
C 6.012 1.177 -0.215
C 5.276 1.723 0.830
C 3.899 1.578 0.859
C 1.381 -0.617 1.026
C 1.264 -0.326 2.375
C 1.182 -1.369 3.284
C 1.228 -2.685 2.842
C 1.355 -2.964 1.489
C 1.431 -1.925 0.574
H 3.481 -0.207 -1.998
H 5.949 0.066 -2.048
H 7.087 1.300 -0.240
H 5.776 2.266 1.621
H 3.305 2.013 1.653
H 1.229 0.704 2.705
H 1.084 -1.156 4.341
H 1.165 -3.496 3.556
H 1.392 -3.989 1.143
H 1.521 -2.123 -0.487
```

[6]
# C32H21BrF5N3O4RuS4

A molecular structure, C32H21BrF5N3O4RuS4 (ωB97M-V with the def2-TZVPD basis set, the Open Molecules 2025 dataset).

Values from the calculation:
- Total charge: -1
- LUMO level (alpha / beta): 2.00 / 1.60 eV
- Spin multiplicity: 6
- Gap between HOMO and LUMO (alpha / beta): 6.96 / 6.99 eV
- DFT total energy: -175737.202 eV

The geometry in XYZ format:
```
71
C32H21BrF5N3O4RuS4 ωB97M-V with the def2-TZVPD basis set
Ru 0.314 -0.872 -0.292
Br 1.732 -3.037 2.623
C 2.881 -1.698 1.943
C 4.200 -1.675 2.367
C 4.990 -0.614 1.954
C 4.424 0.397 1.196
C 3.098 0.277 0.822
N 2.357 -0.788 1.144
C 2.377 1.413 0.105
O 2.990 2.456 -0.081
O 1.159 1.171 -0.183
H 4.578 -2.461 3.004
H 6.029 -0.567 2.252
H 4.964 1.282 0.893
O -0.157 0.045 2.198
S -0.280 0.327 3.653
C -1.432 1.734 3.774
C -2.472 1.725 2.655
C -2.070 2.618 1.482
C -3.125 2.623 0.378
S -2.850 1.282 -0.852
O -1.805 0.415 -0.223
C -2.065 2.259 -2.126
C -0.748 2.674 -1.992
C -0.165 3.385 -3.030
C -0.893 3.672 -4.179
C -2.208 3.245 -4.301
C -2.799 2.525 -3.273
C -1.353 -0.929 4.348
C -1.814 -1.935 3.521
C -2.581 -2.961 4.063
C -2.871 -2.964 5.418
C -2.393 -1.950 6.243
C -1.620 -0.931 5.712
H -0.805 2.627 3.726
H -1.871 1.681 4.770
H -3.428 2.070 3.060
H -2.623 0.704 2.294
H -1.108 2.281 1.089
H -1.940 3.644 1.838
H -3.145 3.558 -0.180
H -4.122 2.448 0.789
H -0.161 2.400 -1.123
H 0.869 3.692 -2.941
H -0.425 4.211 -4.993
H -2.763 3.443 -5.209
H -3.808 2.143 -3.373
H -1.563 -1.926 2.468
H -2.928 -3.760 3.418
H -3.462 -3.767 5.841
H -2.611 -1.964 7.304
H -1.219 -0.154 6.354
S -1.426 -2.598 0.024
C -0.173 -3.784 -0.160
S 1.299 -3.189 -0.829
C -0.342 -5.087 0.258
C 0.696 -6.056 0.133
N 1.520 -6.857 0.039
C -1.542 -5.494 0.911
N -2.513 -5.822 1.440
F -1.970 -0.726 -2.969
C -0.725 -0.391 -3.383
C 0.347 -0.448 -2.522
C 1.563 -0.108 -3.072
F 2.689 -0.186 -2.318
C 1.727 0.317 -4.378
F 2.930 0.657 -4.867
C 0.616 0.385 -5.198
F 0.739 0.795 -6.470
C -0.621 0.018 -4.703
F -1.695 0.068 -5.510
```

Which of these has the highest DFT total energy?
C31H90N6O11

Which of these has the highest spin multiplicity?
C32H21BrF5N3O4RuS4